Entry 1:
DFT (ωB97M-V with the def2-TZVPD basis set) results for a molecular structure, C32H36ClHfN3O10Si3 in a non-equilibrium geometry.

Positions of all 86 atoms, in Å:
Hf -0.16767 0.19941 -0.45183
C 4.08673 1.19731 0.81647
Si 2.39713 0.62991 1.58057
C 2.72653 -1.12199 2.33017
C 2.10673 1.84291 3.04557
C 3.00793 2.00131 4.08687
C 2.76993 2.92231 5.09407
C 1.62263 3.69611 5.05347
C 0.71743 3.53441 4.01847
C 0.94193 2.60841 3.00827
Si -0.25477 2.25561 1.50187
C -0.51567 4.06491 0.78877
C -1.93507 1.97071 2.45167
H 4.89283 1.07051 1.53677
H 4.06313 2.24241 0.52657
H 4.33413 0.61991 -0.06693
H 3.29163 -1.05439 3.25997
H 3.28473 -1.74499 1.63737
H 1.79233 -1.63079 2.54777
H 3.90793 1.40411 4.11117
H 3.47803 3.03991 5.90577
H 1.43543 4.42621 5.83247
H -0.17517 4.14471 3.99527
H -0.60367 4.78041 1.60197
H -1.41557 4.13371 0.18457
H 0.32103 4.37491 0.16817
H -2.04057 2.63261 3.30837
H -2.00857 0.95071 2.82177
H -2.78197 2.13571 1.79237
O -0.91087 -2.49029 2.54497
C -1.16197 -1.68549 1.65677
O -0.21297 -1.06709 1.02237
C -2.58127 -1.37539 1.29367
C -3.55347 -2.17979 1.87037
C -4.91207 -1.94739 1.63967
C -5.29577 -0.86579 0.85267
C -4.33957 -0.03329 0.26897
C -2.93377 -0.28809 0.44437
O -2.04447 0.46091 -0.13113
N -4.79107 1.05291 -0.49063
O -6.01507 1.16581 -0.69653
O -3.98017 1.89071 -0.93323
N -5.88047 -2.78409 2.21707
O -5.50887 -3.71139 2.95837
O -7.08317 -2.57719 1.97487
H -3.24467 -2.99989 2.50127
H -6.34467 -0.66389 0.70527
Cl -2.61177 4.37141 -3.50053
C -1.14477 3.51851 -3.18003
C 0.00423 3.83001 -3.91763
C 1.15353 3.10411 -3.58533
C 1.11053 2.16641 -2.58893
N -0.01327 1.86101 -1.87603
C -1.14017 2.55331 -2.20883
H -0.00207 4.57291 -4.69623
H 2.08083 3.27601 -4.11353
H 1.99393 1.59771 -2.33663
H -2.03937 2.30511 -1.65823
O 4.71183 -2.22679 -2.90343
C 3.94003 -2.85899 -1.99643
C 4.16633 -4.20609 -1.73153
C 3.37543 -4.88809 -0.82173
C 2.33533 -4.23519 -0.17033
C 2.10833 -2.89829 -0.41283
C 2.91193 -2.18409 -1.30513
C 2.69303 -0.74519 -1.51673
O 3.40003 -0.10809 -2.33463
O 1.79253 -0.16289 -0.79263
H 4.36483 -1.28749 -2.91913
H 4.96773 -4.70429 -2.25853
H 3.56283 -5.93769 -0.62953
H 1.70593 -4.76799 0.53037
H 1.30553 -2.37179 0.08787
C -2.27047 -0.77949 -3.50303
Si -0.86837 -1.50699 -2.35913
C -1.64857 -3.21199 -1.78783
C 0.46013 -2.09669 -3.67543
H -2.67537 -1.52249 -4.18793
H -1.89777 0.04911 -4.10133
H -3.09687 -0.39739 -2.90993
H -2.02647 -3.78619 -2.63213
H -2.47927 -3.05889 -1.10243
H -0.91847 -3.83049 -1.27123
H -0.00527 -2.44729 -4.59313
H 1.05723 -2.91339 -3.27913
H 1.15083 -1.29949 -3.94813

Values from the calculation:
Frontier orbital gap (alpha / beta) ... 3.30 / 3.46 eV
Total charge ... -2
LUMO (alpha / beta) ... 3.42 / 3.49 eV

These are the Löwdin partial charges, in e, on atoms 1 to 5: atom 1 (Hf): 1.18, atom 2 (C): -0.20, atom 3 (Si): 0.69, atom 4 (C): -0.19, atom 5 (C): -0.33

Entry 2:
DFT (ωB97M-V with the def2-TZVPD basis set) results for a molecular structure, C21H32N6OZn.

Positions of all 61 atoms, in Å:
Zn 0.57779 -0.77240 1.43164
C 2.85449 -1.79249 2.85498
C 2.49104 -2.94445 1.93211
N 1.82439 -2.45450 0.70456
C 2.73511 -1.94834 -0.34180
C 2.88507 -0.43962 -0.32398
C 3.91805 0.21058 -0.97400
C 3.97815 1.59510 -0.89908
C 3.03033 2.29280 -0.16248
C 2.02513 1.57774 0.46133
C 0.94572 2.24428 1.29274
N 0.22912 1.30147 2.17254
C 0.71828 1.24940 3.56886
C 1.94629 0.36167 3.68915
N 1.64459 -1.01311 3.21867
N 1.95929 0.24885 0.34801
H 3.36718 -2.16862 3.74148
H 3.54168 -1.11116 2.34981
H 3.38971 -3.51964 1.69656
H 1.79631 -3.61987 2.43553
H 1.28070 -3.21298 0.31140
H 3.72292 -2.40903 -0.25855
H 2.33746 -2.24089 -1.31572
H 4.66568 -0.35102 -1.51780
H 4.77647 2.12945 -1.39691
H 3.08070 3.36910 -0.06692
H 1.38914 3.06124 1.86840
H 0.22140 2.70104 0.61465
H -0.74983 1.55880 2.18806
H 0.95381 2.24742 3.94661
H -0.09050 0.85134 4.18486
H 2.75190 0.75078 3.06379
H 2.30849 0.35983 4.71829
H 1.15076 -1.50676 3.95739
C -2.04138 0.95325 -4.90521
C -3.36170 0.96950 -4.15309
N -3.20871 0.59529 -2.73783
C -3.44298 1.62370 -1.72925
C -2.31609 2.64426 -1.65670
C -3.08112 -0.71931 -2.46747
O -3.10162 -1.60397 -3.30206
C -2.81995 -1.14161 -1.03907
C -3.66034 -2.04004 -0.39309
C -3.30611 -2.52305 0.85602
C -2.10184 -2.13056 1.40768
N -1.27041 -1.28728 0.77791
C -1.63639 -0.79654 -0.41786
H -2.20211 1.23414 -5.94549
H -1.60694 -0.04549 -4.89096
H -1.33107 1.65872 -4.47083
H -4.06669 0.27660 -4.61148
H -3.80993 1.96287 -4.17232
H -3.57860 1.14494 -0.76005
H -4.38933 2.11701 -1.96038
H -1.38238 2.15482 -1.36223
H -2.55228 3.42239 -0.92993
H -2.14857 3.12494 -2.61970
H -4.57569 -2.36235 -0.87310
H -3.94340 -3.21151 1.39217
H -1.78418 -2.50314 2.37323
H -0.93700 -0.12358 -0.90309

Values from the calculation:
Frontier orbital gap ... 8.60 eV
Total charge ... +2
LUMO ... -5.50 eV
Energy above the lowest of the compared OMol25 structures with the same formula, charge and spin ... 0.0048 eV

These are the Löwdin partial charges, in e, on atoms 1 to 5: atom 1 (Zn): 0.73, atom 2 (C): -0.16, atom 3 (C): -0.16, atom 4 (N): -0.09, atom 5 (C): -0.10

Entry 3:
DFT (ωB97M-V with the def2-TZVPD basis set) results for 2 unconnected molecules or ions with the total composition C2H5NO2Si in a non-equilibrium geometry.

Positions of all 11 atoms, in Å:
C 0.40818 -0.64250 -0.15798
C 1.50347 -0.18878 -1.05464
N -0.42806 0.06531 0.54698
O 0.25769 -2.54415 0.09876
O -1.44453 -0.62391 1.47529
Si -1.83867 0.94310 1.14826
H 1.28101 -0.75826 -1.92641
H 2.55078 -0.42290 -0.74747
H 1.51437 0.90895 -1.35596
H -1.18963 1.93264 1.89120
H -2.61462 1.33051 0.08196

Values from the calculation:
Frontier orbital gap ... 6.66 eV
LUMO ... -1.35 eV
Energy above the lowest of the compared OMol25 structures with the same formula, charge and spin ... 8.9704 eV

These are the Löwdin partial charges, in e, on atoms 1 to 5: atom 1 (C): -0.18, atom 2 (C): -0.07, atom 3 (N): -0.09, atom 4 (O): -0.38, atom 5 (O): -0.18